[1]
Molecular formula: C20H14O2
Method: DFT, the ωB97M-V functional and the def2-TZVPD basis

Summary:
maximum force: 3.15 eV/A
SMILES string: c1cc2cc([C@@H]3CO3)cc3ccc4cc([C@@H]5CO5)cc1c4c23
calculated total energy: -920.94670 hartree
gap between HOMO and LUMO: 0.2656 Ha
E_HOMO: -0.2760 Eh
E_LUMO: -0.28 eV
ΔE to the lowest compared entry with this formula, charge and spin: 39.08 kcal per mole

Structure (ORCA input):
```
! RIJCOSX wB97M-V def2-TZVPD def2/J DEFGRID3
* xyz 0 1
C 0.628 0.784 -2.094
C 1.035 -0.552 -2.037
C 0.707 -1.334 -0.904
C 1.140 -2.676 -0.779
C 0.817 -3.416 0.382
C 1.310 -4.836 0.566
C 2.534 -5.447 -0.189
O 1.164 -5.648 -0.573
C -0.006 -2.811 1.382
C -0.410 -1.487 1.276
C -1.151 -0.883 2.300
C -1.619 0.412 2.177
C -1.255 1.196 1.062
C -1.640 2.542 0.985
C -1.177 3.345 -0.107
C -1.525 4.831 -0.123
C -0.700 5.898 -0.910
O -0.595 5.692 0.480
C -0.426 2.743 -1.129
C -0.131 1.371 -1.076
C -0.490 0.606 0.051
C -0.053 -0.731 0.144
H 0.931 1.384 -2.954
H 1.662 -0.953 -2.849
H 1.737 -3.181 -1.501
H 1.031 -5.327 1.504
H 3.039 -6.300 0.241
H 3.173 -4.813 -0.829
H -0.232 -3.407 2.280
H -1.404 -1.487 3.128
H -2.230 0.830 2.952
H -2.198 2.957 1.792
H -2.577 5.027 0.098
H -1.170 6.821 -1.282
H 0.152 5.535 -1.495
H -0.070 3.317 -1.969
*
```

These are the Mulliken partial charges, in e, on atoms 1 to 2:
1 C -0.876
2 C -1.258

---

[2]
Molecular formula: CH2ClNO2S
Method: DFT, the ωB97M-V functional and the def2-TZVPD basis

Summary:
maximum force: 4.51 eV/A
calculated total energy: -1102.86586 hartree
gap between HOMO and LUMO: 0.3861 Ha
E_HOMO: -0.4139 Eh
E_LUMO: -0.76 eV
ΔE to the lowest compared entry with this formula, charge and spin: 39.20 kcal per mole

Structure (ORCA input):
```
! RIJCOSX wB97M-V def2-TZVPD def2/J DEFGRID3
* xyz 0 1
C 1.536 0.248 -0.545
N 0.782 -0.567 -0.471
O 1.969 -2.899 0.960
O 0.463 -1.541 2.235
S 0.634 -2.446 1.121
Cl -2.420 -1.845 1.979
H 1.990 1.143 -0.199
H -1.290 -1.788 2.469
*
```

These are the Mulliken partial charges, in e, on atoms 1 to 2:
1 C 0.116
2 N -0.344

---

[3]
Molecular formula: C41H37GeN5O2Pt
Method: DFT, the ωB97M-V functional and the def2-TZVPD basis

Summary:
maximum force: 0.40 eV/A
calculated total energy: -4205.12319 hartree
gap between HOMO and LUMO: 0.2759 Ha
E_HOMO: -0.2555 Eh
E_LUMO: 0.55 eV
ΔE to the lowest compared entry with this formula, charge and spin: 0.00 kcal per mole

Structure (ORCA input):
```
! RIJCOSX wB97M-V def2-TZVPD def2/J DEFGRID3
* xyz 0 1
Pt -0.947 0.722 1.034
C -5.767 5.291 3.414
C -4.573 4.615 2.797
C -3.331 5.241 2.711
C -2.257 4.587 2.156
C -2.331 3.283 1.630
N -1.188 2.699 1.119
C -0.259 3.470 0.434
C -0.631 4.525 -0.411
C 0.301 5.281 -1.094
C 1.665 5.014 -0.998
C 2.685 5.796 -1.780
C 2.046 3.955 -0.190
C 1.115 3.208 0.520
N 1.610 2.173 1.365
C 2.785 2.158 2.028
C 2.906 0.940 2.653
C 1.738 0.247 2.321
N 0.974 0.998 1.540
C -3.585 2.651 1.732
C -4.662 3.326 2.308
N -3.842 1.317 1.259
C -5.044 0.701 1.193
C -4.879 -0.515 0.578
C -3.519 -0.583 0.287
N -2.911 0.525 0.689
H -5.559 6.342 3.609
H -6.041 4.826 4.363
H -6.637 5.240 2.758
H -3.200 6.242 3.103
H -1.294 5.080 2.129
H -1.684 4.748 -0.519
H -0.040 6.087 -1.733
H 2.246 6.701 -2.197
H 3.083 5.208 -2.610
H 3.528 6.089 -1.153
H 3.092 3.683 -0.122
H 3.428 3.020 2.023
H 3.712 0.604 3.279
H 1.386 -0.719 2.634
H -5.625 2.842 2.382
H -5.940 1.151 1.571
H -5.637 -1.250 0.377
H -2.936 -1.366 -0.163
O -1.038 -1.587 3.083
C -0.778 -2.026 1.976
O -0.671 -1.318 0.888
C -0.518 -3.506 1.751
C 0.887 -3.802 1.221
Ge 1.310 -3.302 -0.632
C -0.143 -3.927 -1.785
C -1.410 -3.346 -1.709
C -2.453 -3.792 -2.509
C -2.243 -4.834 -3.401
C -0.990 -5.423 -3.489
C 0.051 -4.972 -2.687
C 1.742 -1.443 -1.056
C 0.867 -0.623 -1.766
C 1.244 0.654 -2.157
C 2.511 1.128 -1.847
C 3.385 0.335 -1.119
C 3.001 -0.942 -0.731
C 2.930 -4.293 -1.125
C 3.481 -5.295 -0.328
C 4.624 -5.979 -0.723
C 5.234 -5.673 -1.930
C 4.700 -4.677 -2.737
C 3.562 -3.994 -2.334
H -1.267 -3.890 1.054
H -0.670 -4.009 2.706
H 1.021 -4.888 1.224
H 1.650 -3.405 1.898
H -1.568 -2.530 -1.012
H -3.429 -3.327 -2.439
H -3.054 -5.186 -4.026
H -0.822 -6.237 -4.184
H 1.024 -5.441 -2.769
H -0.119 -0.984 -2.031
H 0.551 1.277 -2.710
H 2.810 2.116 -2.174
H 4.375 0.700 -0.869
H 3.708 -1.563 -0.190
H 3.021 -5.552 0.619
H 5.037 -6.752 -0.087
H 6.124 -6.206 -2.240
H 5.173 -4.431 -3.680
H 3.164 -3.209 -2.969
*
```

These are the Mulliken partial charges, in e, on atoms 1 to 2:
1 Pt 1.029
2 C -1.538

---

Q: What is the calculated total energy in the second record?
A: -1102.86586 hartree

---

Q: The lowest gap between HOMO and LUMO belongs to which entry?
A: C20H14O2